(1)
Density functional theory data (wB97M-V/def2-TZVPD) for a cluster of 12 separate species, C48H60N12 in total at a distorted geometry.

Output
LUMO level, eV: 0.70
Energy above the lowest of the compared OMol25 structures with the same formula, charge and spin, kcal per mole: 0.0
Kohn-Sham gap, eV: 8.437

```
! wB97M-V def2-TZVPD RIJCOSX def2/J DEFGRID3
* xyz 0 1
C -3.913 -0.033 2.523
C -4.894 -0.233 3.508
C -5.950 0.630 3.205
N -5.571 1.392 2.135
C -4.363 0.932 1.681
H -2.979 -0.548 2.374
H -4.900 -0.878 4.370
H -6.850 0.861 3.752
H -6.086 2.141 1.718
H -4.009 1.422 0.786
C 0.140 1.019 -6.401
C -0.720 0.359 -5.465
C 0.066 0.038 -4.391
N 1.339 0.486 -4.596
C 1.381 1.082 -5.829
H -0.140 1.406 -7.366
H -1.768 0.131 -5.559
H -0.220 -0.231 -3.384
H 2.082 0.483 -3.922
H 2.342 1.357 -6.238
C 4.193 1.316 -2.533
C 5.502 1.184 -3.024
C 5.802 2.291 -3.765
N 4.739 3.160 -3.647
C 3.726 2.544 -2.971
H 3.570 0.562 -2.081
H 6.119 0.310 -2.884
H 6.668 2.552 -4.349
H 4.707 3.972 -4.234
H 2.756 3.015 -2.937
C -1.133 3.790 3.399
C -2.137 3.578 2.407
C -3.308 4.116 2.894
N -3.087 4.607 4.150
C -1.755 4.412 4.437
H -0.089 3.535 3.355
H -1.976 3.100 1.454
H -4.289 4.118 2.449
H -3.827 5.018 4.681
H -1.419 4.684 5.427
C 2.937 2.478 3.720
C 3.728 3.431 4.332
C 4.474 4.039 3.326
N 4.166 3.415 2.157
C 3.190 2.471 2.358
H 2.163 1.907 4.214
H 3.628 3.786 5.344
H 5.207 4.822 3.419
H 4.506 3.669 1.247
H 2.703 1.952 1.555
C -4.278 -4.048 -0.020
C -3.692 -2.844 0.454
C -2.473 -3.118 1.015
N -2.312 -4.465 0.937
C -3.343 -5.041 0.244
H -5.244 -4.093 -0.491
H -4.070 -1.833 0.429
H -1.776 -2.456 1.499
H -1.518 -4.981 1.273
H -3.266 -6.094 0.033
C 5.532 0.120 0.645
C 6.134 0.388 1.903
C 7.163 -0.506 2.068
N 7.160 -1.315 0.967
C 6.240 -0.912 0.056
H 4.676 0.664 0.278
H 5.803 1.174 2.561
H 7.769 -0.706 2.934
H 7.808 -2.070 0.835
H 6.135 -1.380 -0.907
C -1.230 -3.290 -4.354
C -0.857 -4.618 -4.022
C -1.372 -4.873 -2.773
N -2.042 -3.751 -2.343
C -1.946 -2.795 -3.306
H -0.974 -2.861 -5.309
H -0.199 -5.197 -4.649
H -1.264 -5.720 -2.113
H -2.539 -3.622 -1.474
H -2.479 -1.864 -3.171
C -1.070 0.558 4.471
C -1.995 0.878 5.498
C -1.511 0.282 6.624
N -0.305 -0.331 6.329
C 0.013 -0.066 5.015
H -1.143 0.842 3.432
H -2.959 1.341 5.372
H -1.881 0.260 7.636
H 0.332 -0.639 7.038
H 0.931 -0.332 4.521
C 3.182 -2.232 -1.894
C 3.056 -2.892 -0.656
C 1.874 -3.590 -0.730
N 1.310 -3.422 -1.959
C 2.143 -2.618 -2.702
H 3.993 -1.620 -2.260
H 3.737 -2.922 0.177
H 1.398 -4.192 0.030
H 0.472 -3.898 -2.291
H 1.906 -2.477 -3.745
C -3.702 0.588 -3.356
C -4.073 0.280 -2.018
C -5.387 -0.163 -2.047
N -5.772 -0.197 -3.359
C -4.789 0.301 -4.150
H -2.755 0.995 -3.665
H -3.426 0.308 -1.157
H -6.075 -0.483 -1.283
H -6.684 -0.476 -3.667
H -4.925 0.408 -5.213
C 0.208 1.090 0.751
C -1.034 0.531 0.447
C -0.829 -0.456 -0.498
N 0.510 -0.532 -0.719
C 1.172 0.411 0.012
H 0.403 1.858 1.484
H -1.937 0.876 0.928
H -1.559 -1.033 -1.039
H 0.927 -1.243 -1.311
H 2.245 0.469 -0.039
*
```

Results of the Löwdin charge analysis, in e, for atoms 1 through 6: number 1, C, carries -0.135; number 2, C, carries -0.091; number 3, C, carries -0.127; number 4, N, carries 0.013; number 5, C, carries -0.167; number 6, H, carries 0.076

=====

(2)
Density functional theory data (wB97M-V/def2-TZVPD) for a structure of composition C48H60N8PtSSe at a distorted geometry.

Output
LUMO level (spin up / spin down), eV: -7.70 / -7.70
Kohn-Sham gap (spin up / spin down), eV: 3.906 / 3.907

```
! wB97M-V def2-TZVPD RIJCOSX def2/J DEFGRID3
* xyz 2 1
Pt 0.267 -0.591 0.645
C 3.426 -5.693 2.382
C 1.921 -5.576 2.653
C 1.288 -4.594 1.738
C 0.701 -4.842 0.500
C 0.533 -6.153 -0.183
C 1.578 -6.379 -1.282
C 0.279 -3.575 0.004
C -0.379 -3.382 -1.214
C -0.833 -2.178 -1.717
C -1.597 -2.046 -2.942
C -2.046 -3.195 -3.773
C -3.307 -3.812 -3.156
C -1.910 -0.728 -3.072
C -1.319 -0.045 -1.932
C -1.419 1.298 -1.675
C -0.808 1.984 -0.598
N -0.078 1.393 0.393
C 0.371 2.398 1.206
C 1.143 2.211 2.363
C 1.556 0.998 2.890
N 1.224 -0.225 2.409
C 1.803 -1.158 3.235
C 1.743 -2.516 3.072
C 1.201 -3.184 1.949
N 0.588 -2.580 0.901
C 2.539 -0.483 4.289
C 2.405 0.858 4.061
C 2.982 1.983 4.843
C 1.990 2.503 5.890
C 3.365 -1.178 5.313
C 4.707 -1.615 4.711
C -0.075 3.661 0.707
C -0.830 3.393 -0.426
C -1.453 4.367 -1.368
C -0.499 4.665 -2.531
C 0.309 5.003 1.226
C 1.717 5.375 0.743
N -0.661 -0.956 -1.140
C -2.682 -0.076 -4.169
C -1.772 0.481 -5.268
H 3.867 -6.409 3.070
H 3.916 -4.730 2.511
H 3.601 -6.036 1.366
H 1.756 -5.285 3.692
H 1.457 -6.552 2.497
H -0.467 -6.215 -0.617
H 0.623 -6.951 0.552
H 1.535 -5.588 -2.026
H 1.401 -7.331 -1.774
H 2.578 -6.397 -0.860
H -0.578 -4.262 -1.801
H -1.263 -3.953 -3.834
H -2.265 -2.864 -4.790
H -3.141 -4.084 -2.114
H -3.598 -4.701 -3.708
H -4.129 -3.102 -3.196
H -1.988 1.902 -2.365
H 1.440 3.099 2.895
H 2.183 -3.144 3.832
H 3.260 2.800 4.173
H 3.890 1.645 5.344
H 1.091 2.889 5.414
H 2.452 3.299 6.466
H 1.702 1.708 6.571
H 2.832 -2.051 5.696
H 3.552 -0.511 6.157
H 4.557 -2.241 3.834
H 5.284 -2.169 5.445
H 5.286 -0.746 4.412
H -1.674 5.298 -0.842
H -2.398 3.969 -1.752
H 0.408 5.130 -2.155
H -0.964 5.345 -3.238
H -0.223 3.748 -3.049
H 0.291 5.019 2.317
H -0.395 5.758 0.867
H 2.447 4.652 1.101
H 1.988 6.360 1.110
H 1.760 5.396 -0.343
H -3.300 0.732 -3.772
H -3.345 -0.817 -4.615
H -1.123 1.263 -4.879
H -2.370 0.903 -6.069
H -1.155 -0.308 -5.692
C -2.853 2.910 2.653
N -3.521 2.232 1.577
C -3.344 0.953 1.192
Se -2.332 -0.342 2.045
N -4.176 0.696 0.160
C -4.944 1.806 -0.104
C -6.003 2.027 -0.975
C -6.608 3.269 -0.917
C -6.164 4.262 -0.039
C -5.110 4.050 0.829
C -4.510 2.797 0.798
H -2.097 2.255 3.087
H -3.569 3.182 3.431
H -2.375 3.817 2.277
H -4.251 -0.198 -0.300
H -6.361 1.256 -1.638
H -7.455 3.473 -1.552
H -6.675 5.210 -0.020
H -4.791 4.818 1.516
S 2.892 -0.497 -0.277
C 2.705 -0.198 -1.951
N 2.573 -1.210 -2.799
C 2.548 -1.047 -4.242
C 2.012 0.340 -4.589
C 2.765 1.404 -3.797
N 2.740 1.054 -2.390
H 2.628 -2.144 -2.422
H 1.901 -1.820 -4.665
H 3.558 -1.186 -4.644
H 0.952 0.385 -4.335
H 2.127 0.522 -5.657
H 2.293 2.381 -3.915
H 3.804 1.479 -4.139
H 2.895 1.779 -1.704
*
```

Results of the Löwdin charge analysis, in e, for atoms 1 through 6: number 1, Pt, carries 1.259; number 2, C, carries -0.060; number 3, C, carries -0.177; number 4, C, carries -0.111; number 5, C, carries -0.110; number 6, C, carries -0.175

=====

(3)
Density functional theory data (wB97M-V/def2-TZVPD) for a structure of composition C48H61ClMnO6.

Output
LUMO level (spin up / spin down), eV: 2.32 / 2.46
Energy above the lowest of the compared OMol25 structures with the same formula, charge and spin, kcal per mole: 14.2
Kohn-Sham gap (spin up / spin down), eV: 7.111 / 7.411

```
! wB97M-V def2-TZVPD RIJCOSX def2/J DEFGRID3
* xyz -1 5
Mn -0.276 -1.177 0.332
C -1.711 -1.664 3.546
O -1.787 -0.927 2.333
C -1.726 0.449 2.397
C -2.653 1.109 1.574
C -3.680 0.341 0.755
C -3.402 0.058 -0.725
C -4.452 -0.371 -1.534
C -4.265 -0.764 -2.853
C -2.979 -0.632 -3.387
C -1.913 -0.179 -2.638
C -0.537 0.070 -3.254
C 0.633 -0.714 -2.674
C 0.827 -2.054 -2.978
C 1.869 -2.801 -2.423
C 2.618 -2.207 -1.416
C 2.470 -0.862 -1.087
C 3.359 -0.214 -0.037
C 3.034 -0.492 1.425
C 3.953 -1.077 2.278
C 3.688 -1.243 3.636
C 2.518 -0.672 4.133
C 1.561 -0.088 3.315
C 0.337 0.551 3.981
C -0.777 1.153 3.134
C -0.879 2.545 3.132
C -1.838 3.237 2.409
C -2.699 2.491 1.611
C -2.023 4.749 2.517
C -1.859 5.411 1.142
C -1.021 5.395 3.476
C -3.443 5.029 3.040
C 1.770 -0.119 1.928
O 0.790 0.164 1.090
C 4.578 -2.062 4.571
C 5.158 -1.162 5.672
C 3.721 -3.179 5.196
C 5.742 -2.725 3.834
C 1.548 -0.100 -1.810
O 1.561 1.270 -1.658
C 2.124 1.958 -2.759
C 2.194 -4.186 -2.981
C 2.482 -4.023 -4.484
C 1.027 -5.156 -2.778
C 3.439 -4.784 -2.320
C -2.109 0.089 -1.262
O -1.065 0.324 -0.488
C -5.374 -1.389 -3.695
C -4.996 -2.849 -3.991
C -5.552 -0.626 -5.015
C -6.726 -1.391 -2.975
H -2.144 -1.087 4.365
H -0.687 -1.960 3.771
H -2.298 -2.570 3.394
H -4.622 0.894 0.807
H -3.852 -0.621 1.245
H -5.437 -0.420 -1.081
H -2.794 -0.912 -4.420
H -0.330 1.131 -3.103
H -0.604 -0.122 -4.327
H 0.123 -2.527 -3.653
H 3.351 -2.777 -0.859
H 3.282 0.865 -0.179
H 4.393 -0.516 -0.218
H 4.890 -1.429 1.859
H 2.313 -0.706 5.199
H 0.730 1.371 4.587
H -0.072 -0.168 4.694
H -0.150 3.087 3.721
H -3.444 2.989 0.998
H -0.841 5.279 0.772
H -2.065 6.482 1.218
H -2.544 4.982 0.410
H 0.004 5.229 3.142
H -1.130 5.003 4.489
H -1.191 6.474 3.510
H -4.192 4.744 2.302
H -3.565 6.094 3.258
H -3.634 4.462 3.953
H 4.369 -0.642 6.217
H 5.811 -0.408 5.229
H 5.740 -1.755 6.384
H 2.992 -2.777 5.900
H 4.347 -3.899 5.732
H 3.172 -3.703 4.412
H 6.399 -1.982 3.377
H 5.379 -3.400 3.057
H 6.334 -3.307 4.543
H 2.740 1.299 -3.376
H 2.746 2.764 -2.365
H 1.347 2.397 -3.393
H 1.594 -3.690 -5.021
H 2.808 -4.972 -4.920
H 3.269 -3.281 -4.643
H 0.088 -4.756 -3.159
H 0.882 -5.344 -1.712
H 1.236 -6.107 -3.276
H 4.300 -4.119 -2.415
H 3.687 -5.733 -2.800
H 3.257 -4.977 -1.261
H -4.082 -2.916 -4.582
H -5.803 -3.347 -4.537
H -4.810 -3.392 -3.063
H -4.619 -0.569 -5.576
H -5.894 0.393 -4.822
H -6.294 -1.127 -5.644
H -6.682 -1.977 -2.055
H -7.480 -1.843 -3.623
H -7.049 -0.376 -2.733
Cl 0.562 -2.862 1.518
C -3.240 -3.376 0.469
C -2.317 -3.279 -0.747
O -2.527 -3.968 -1.737
O -1.362 -2.423 -0.645
H -3.566 -4.404 0.621
H -4.117 -2.753 0.288
H -2.709 -3.006 1.345
*
```

Results of the Löwdin charge analysis, in e, for atoms 1 through 6: number 1, Mn, carries 0.802; number 2, C, carries -0.089; number 3, O, carries -0.175; number 4, C, carries -0.208; number 5, C, carries -0.117; number 6, C, carries -0.052

=====

(4)
Density functional theory data (wB97M-V/def2-TZVPD) for a structure of composition C48H61NO4SeV at a distorted geometry.

Output
LUMO level (spin up / spin down), eV: -4.77 / -4.78
Kohn-Sham gap (spin up / spin down), eV: 5.994 / 5.976

```
! wB97M-V def2-TZVPD RIJCOSX def2/J DEFGRID3
* xyz 1 1
V 7.101 15.191 14.907
C 10.158 16.032 14.527
O 9.030 15.632 15.361
C 9.392 15.581 16.742
C 9.737 14.340 17.273
C 9.822 13.088 16.469
C 8.628 12.150 16.560
C 8.812 10.832 16.975
C 7.772 9.912 17.036
C 6.483 10.355 16.653
C 6.217 11.653 16.226
C 4.929 12.138 15.652
C 4.336 13.282 16.421
C 3.789 13.108 17.642
C 3.340 14.156 18.423
C 3.440 15.433 17.919
C 3.937 15.693 16.638
C 4.042 17.096 16.164
C 5.043 17.852 16.975
C 4.736 18.817 17.898
C 5.724 19.534 18.605
C 7.040 19.296 18.236
C 7.396 18.319 17.318
C 8.829 18.090 16.965
C 9.275 16.720 17.495
C 9.537 16.651 18.875
C 9.892 15.449 19.482
C 9.988 14.329 18.649
C 10.104 15.303 20.967
C 11.427 14.610 21.302
C 8.928 14.450 21.527
C 10.098 16.638 21.700
C 6.388 17.588 16.722
O 6.706 16.648 15.798
C 5.277 20.608 19.644
C 4.288 21.560 18.938
C 4.570 19.821 20.794
C 6.471 21.402 20.208
C 4.372 14.589 15.903
O 5.103 14.811 14.682
C 4.299 14.757 13.488
C 2.578 13.828 19.681
C 2.261 15.025 20.542
C 1.241 13.207 19.272
C 3.368 12.831 20.562
C 7.328 12.534 16.210
O 7.094 13.844 15.913
C 7.959 8.446 17.511
C 9.415 8.139 17.846
C 7.051 8.324 18.756
C 7.526 7.488 16.363
H 10.653 16.893 14.936
H 10.860 15.190 14.500
H 9.791 16.295 13.539
H 10.020 13.302 15.413
H 10.654 12.493 16.814
H 9.820 10.554 17.232
H 5.711 9.637 16.689
H 4.997 12.379 14.588
H 4.224 11.297 15.681
H 3.827 12.096 18.035
H 3.111 16.310 18.453
H 4.314 17.157 15.105
H 3.040 17.554 16.273
H 3.707 18.985 18.094
H 7.792 19.891 18.696
H 8.943 18.149 15.856
H 9.364 18.853 17.463
H 9.420 17.560 19.470
H 10.327 13.388 19.125
H 11.521 13.585 20.997
H 12.245 15.178 20.832
H 11.537 14.639 22.370
H 9.050 13.406 21.273
H 8.914 14.517 22.630
H 7.954 14.765 21.162
H 10.891 17.278 21.296
H 9.190 17.200 21.609
H 10.332 16.487 22.744
H 3.475 21.033 18.450
H 3.866 22.207 19.664
H 4.817 22.115 18.175
H 3.645 19.338 20.460
H 5.238 19.066 21.173
H 4.319 20.506 21.570
H 6.998 21.854 19.386
H 6.149 22.152 20.921
H 7.201 20.751 20.685
H 3.714 13.856 13.611
H 3.692 15.635 13.366
H 4.991 14.653 12.619
H 1.584 15.758 20.041
H 1.717 14.648 21.395
H 3.149 15.547 20.922
H 0.705 13.850 18.581
H 1.324 12.229 18.766
H 0.667 13.066 20.183
H 4.351 13.243 20.819
H 2.815 12.625 21.454
H 3.573 11.857 20.097
H 9.764 8.787 18.671
H 9.457 7.120 18.202
H 10.073 8.272 16.996
H 7.309 9.067 19.521
H 6.029 8.498 18.486
H 7.087 7.317 19.196
H 8.074 7.756 15.465
H 7.727 6.437 16.605
H 6.447 7.572 16.133
C 7.980 14.009 13.534
H 8.712 14.414 12.851
H 7.076 13.809 12.941
H 8.304 13.086 14.030
Se 6.943 16.876 12.996
C 7.079 15.740 11.561
N 7.007 15.002 10.671
*
```

Results of the Löwdin charge analysis, in e, for atoms 1 through 6: number 1, V, carries 0.903; number 2, C, carries 0.002; number 3, O, carries -0.297; number 4, C, carries -0.172; number 5, C, carries -0.111; number 6, C, carries -0.054